Record 1
# C14H36Cl2IrN3P

C14H36Cl2IrN3P as an isolated structure at a distorted geometry (wB97M-V/def2-TZVPD, the OMol25 dataset).

```
57
Properties=species:S:1:pos:R:3:forces:R:3
Ir 0.1607 0.2734 0.2859 -2.2 -1.8 -1.6
Cl 1.5412 0.6721 -1.5257 0.5 0.5 -1.1
Cl -1.2934 -0.6626 1.7980 -0.7 -0.2 0.7
H -0.9036 1.5043 0.1870 0.2 0.6 0.0
H -0.3822 -1.0588 -0.7152 0.2 0.2 0.3
P -1.3978 -0.7167 -2.1193 0.3 0.3 1.2
C -0.3064 -1.4929 -3.3837 0.0 0.1 -0.5
C -2.8857 -1.7410 -1.7044 -0.1 0.0 -0.9
C -1.8480 0.9772 -2.7181 0.2 0.0 -0.4
C 0.8505 -2.3628 -2.8467 0.0 0.2 0.1
H 0.1676 -0.6327 -3.8869 -0.2 -0.1 0.2
C -1.1314 -2.2664 -4.4052 0.0 -0.2 -0.4
H -1.4994 -3.2013 -3.9748 -0.1 0.1 0.0
H -0.5049 -2.5371 -5.2624 0.0 0.0 0.1
H -1.9785 -1.6935 -4.7905 0.0 -0.1 0.1
H 1.5914 -1.7418 -2.3251 -0.3 -0.2 0.0
H 1.3613 -2.8410 -3.6986 -0.2 0.1 0.2
H 0.4965 -3.1528 -2.1711 0.1 0.2 -0.1
H -0.8379 1.4054 -2.8702 -0.4 -0.3 0.0
C -2.5718 1.9143 -1.7310 -0.1 0.1 0.1
C -2.5878 0.9058 -4.0615 -0.1 0.2 -0.2
H -1.9469 0.5500 -4.8739 -0.1 0.0 0.1
H -2.9362 1.9076 -4.3451 0.1 -0.1 0.0
H -3.4750 0.2579 -4.0087 0.2 0.1 0.0
H -2.3693 1.6581 -0.6819 -0.2 0.1 -0.5
H -3.6575 1.9498 -1.9007 0.2 -0.1 -0.1
H -2.1784 2.9303 -1.8859 -0.2 -0.3 0.1
C -2.4278 -3.0152 -0.9858 0.0 0.0 0.2
H -3.3981 -1.9994 -2.6557 0.1 0.0 0.4
C -3.8514 -0.9703 -0.7939 0.1 0.0 0.2
H -1.7355 -3.6376 -1.5715 -0.1 0.3 0.1
H -3.3109 -3.6227 -0.7526 0.1 0.0 0.0
H -1.9551 -2.7225 -0.0334 0.0 -0.2 -0.3
H -3.3361 -0.7287 0.1506 -0.3 0.1 -0.3
H -4.7125 -1.6094 -0.5557 0.2 0.0 -0.1
H -4.2391 -0.0524 -1.2446 0.1 -0.2 0.0
C 2.4177 2.9211 2.9966 0.0 0.3 0.3
N 2.6146 1.5254 3.3430 -0.5 -0.5 0.0
C 3.6877 1.1653 4.2266 0.5 0.2 0.5
C 2.0359 0.6016 2.5311 0.2 1.2 -0.4
N 1.5051 1.1001 1.4189 1.7 0.6 1.6
N 2.0193 -0.7140 2.8403 0.0 -0.1 0.3
C 1.8944 -1.2126 4.2168 0.1 0.0 0.1
C 1.8714 -1.7420 1.8065 -0.2 0.0 0.1
H 2.8192 3.5531 3.7931 -0.1 -0.2 -0.1
H 1.3409 3.1178 2.8783 0.3 0.1 0.1
H 2.9384 3.1907 2.0597 0.0 0.1 0.2
H 3.3251 0.8886 5.2205 0.1 0.0 0.1
H 4.2623 0.3292 3.8224 0.0 0.0 0.0
H 4.3546 2.0280 4.3278 -0.1 -0.3 0.0
H 1.7602 2.0780 1.2531 -0.2 -0.9 0.0
H 1.2404 -2.0984 4.2166 0.1 0.4 -0.1
H 2.8686 -1.5297 4.6167 -0.2 0.1 0.0
H 1.4530 -0.4754 4.9044 0.2 -0.1 -0.4
H 0.8265 -1.7953 1.4597 0.5 -0.2 0.1
H 2.5281 -1.5491 0.9503 -0.1 0.0 0.2
H 2.1223 -2.6983 2.2785 0.2 0.2 -0.2
```
Positions in Å, forces in eV/Å.

E_tot = -2085.2017 Eh
spin multiplicity = 5
<S²> = 6.01
LUMO level (spin up / spin down) = 2.397 / 2.051 eV
net charge = -1
HOMO-LUMO gap (spin up / spin down) = 0.06211 / 0.26047 hartree

Record 2
# C13H25BBr8F3O3P

A 5-piece molecular cluster, C13H25BBr8F3O3P overall at a distorted geometry (wB97M-V/def2-TZVPD, the OMol25 dataset).

```
54
Properties=species:S:1:pos:R:3:forces:R:3
O -1.5838 1.7311 -0.2148 -0.1 -0.7 0.9
P -1.6432 2.6847 -1.3131 0.5 -0.7 -0.5
O -2.8434 3.6720 -1.2153 -1.4 0.7 0.4
O -0.4239 3.6773 -1.3447 0.7 0.2 -0.1
C -1.7660 1.9704 -2.9363 -0.7 -0.3 0.2
B -2.4092 0.5286 -3.0197 0.1 0.2 -0.2
C -2.1558 -0.6319 -2.0238 -0.2 -0.2 -0.5
C -0.7162 -1.1696 -2.0509 -0.6 -0.2 -0.3
C 0.1761 -0.4541 -1.1580 -0.3 -0.2 1.0
F -0.1100 -0.5357 0.1582 0.2 0.1 -0.3
C 1.2037 0.2569 -1.5253 1.4 0.7 -0.1
F 1.6574 0.3482 -2.7764 -0.2 0.0 0.1
F 1.9900 0.9581 -0.7073 -0.2 -0.2 -0.1
H -3.2534 3.5009 -0.3517 -0.1 0.3 -0.2
H 0.3682 3.1218 -1.2802 0.4 0.5 0.0
H -0.7875 2.0065 -3.3865 0.6 -0.2 -0.3
H -2.3692 2.6419 -3.5241 -0.2 0.4 -0.4
H -3.1223 0.3299 -3.9587 0.0 0.0 0.0
H -2.4166 -0.3559 -1.0183 0.0 0.3 0.6
H -2.7922 -1.4593 -2.2853 -0.4 -0.4 -0.1
H -0.7639 -2.2047 -1.7635 0.2 -0.5 0.3
H -0.3055 -1.1581 -3.0463 0.2 0.0 -0.5
Br -0.7133 1.1137 6.6431 0.0 0.0 0.0
C -0.0941 0.5127 4.8982 0.0 0.1 0.1
C -1.0696 0.8392 3.8004 -0.1 -0.1 0.0
Br -2.6128 -0.3350 3.8216 -0.1 0.0 0.0
H 0.0846 -0.5540 4.9834 0.0 0.0 0.0
H 0.8489 1.0285 4.7311 0.0 0.0 0.0
H -0.6108 0.6935 2.8296 0.1 0.0 -0.2
H -1.4500 1.8517 3.8677 0.0 0.1 0.0
Br 1.4902 -3.4816 0.4198 0.0 0.0 0.0
C 2.6667 -2.3440 1.4632 0.0 0.0 -0.1
C 3.1876 -3.0391 2.6909 -0.1 0.1 0.1
Br 1.8171 -3.1928 4.0621 0.0 0.0 0.0
H 2.0894 -1.4584 1.7102 0.0 0.0 0.0
H 3.4848 -2.0726 0.8003 0.0 0.0 0.0
H 3.9948 -2.4660 3.1398 0.0 0.0 0.0
H 3.5286 -4.0455 2.4776 0.0 0.0 0.0
Br 1.3395 6.5273 -1.2526 0.1 0.0 0.0
C 3.1403 5.9308 -1.6643 -0.1 0.1 0.0
C 3.2238 5.2726 -3.0149 0.0 -0.1 0.0
Br 2.4939 3.4653 -3.0155 0.1 0.1 -0.1
H 3.4430 5.2625 -0.8661 0.0 0.0 0.0
H 3.7597 6.8236 -1.6456 0.0 0.0 0.0
H 4.2620 5.1554 -3.3145 0.0 0.0 0.0
H 2.6850 5.8255 -3.7754 0.0 0.0 0.0
Br -1.5871 -4.6750 -0.9960 -0.2 -0.1 0.1
C -1.4998 -5.9921 0.4349 0.0 0.0 0.0
C -2.7161 -5.9981 1.3244 0.0 0.0 0.1
Br -2.7790 -4.5141 2.5767 0.1 0.0 -0.2
H -0.5868 -5.7826 0.9827 0.0 0.0 0.1
H -1.4105 -6.9511 -0.0693 0.0 0.0 0.0
H -2.7029 -6.8943 1.9395 0.0 0.0 0.0
H -3.6403 -5.9649 0.7588 0.0 0.0 -0.1
```
Positions in Å, forces in eV/Å.

E_tot = -21994.0516 Eh
SMILES = O=P(O)(O)CBCCC(F)=C(F)F.BrCCBr.BrCCBr.BrCCBr.BrCCBr
LUMO level = 0.393 eV
net charge = 0
HOMO-LUMO gap = 0.36255 hartree

- Among the records above, which one has the lowest E_tot?
  C13H25BBr8F3O3P

- What is the formula in the first record?
  C14H36Cl2IrN3P

- What is the formula in the first record?
  C14H36Cl2IrN3P

- Number 1 is which compound?
  C14H36Cl2IrN3P